Formula: C5H8N2
Source: the OMol25 dataset
Level of theory: wB97M-V/def2-TZVPD

Results
LUMO energy ... 0.888 eV
ΔE to the lowest compared entry with this formula, charge and spin ... 2.741 eV
F_max ... 0.01151 Eh/bohr
Spin multiplicity ... 1
E ... -8292.2555 eV
Structure (SMILES) ... [H]/N=C(\C)CC1=NC1
Orbital gap ... 10.614 eV

Each line ends with the Mulliken charge.
Geometry (Å):
N  -0.8252  2.3746  -0.6481  -0.60
N  1.6241  -0.8016  0.5235  -0.70
C  0.5174  -0.7746  -0.0963  0.73
C  -0.7778  -1.4111  0.3465  -1.29
C  -0.2176  1.2815  -0.7048  0.42
C  -0.1535  1.7715  0.6347  -0.54
C  0.3987  0.0927  -1.3387  -0.43
H  -0.1697  -0.3569  -2.1572  0.29
H  -0.8052  1.3765  1.4145  0.26
H  -1.6570  -0.8397  0.0237  0.33
H  -0.8274  -1.5258  1.4335  0.42
H  -0.8352  -2.4002  -0.1158  0.34
H  1.3963  0.3827  -1.6861  0.28
H  1.5209  -1.3205  1.3993  0.26
H  0.8113  2.1508  0.9714  0.23

---

Formula: C7H4F2
Source: the OMol25 dataset
Level of theory: wB97M-V/def2-TZVPD

Results
LUMO energy (alpha / beta) ... -0.900 / -0.904 eV
ΔE to the lowest compared entry with this formula, charge and spin ... 2.852 eV
F_max ... 0.09645 Eh/bohr
Spin multiplicity ... 1
E ... -12750.4928 eV
Orbital gap (alpha / beta) ... 8.060 / 8.053 eV

Each line ends with the Mulliken charge.
Geometry (Å):
F  -1.8560  2.6149  -0.0706  -0.16
F  2.2301  -0.3729  -1.7594  -0.27
C  -1.8099  0.2397  0.2583  -0.31
C  -1.0833  -0.9969  0.5127  -0.20
C  0.9755  1.2460  -0.1733  -0.51
C  0.2549  -1.1243  0.6324  -0.30
C  -1.3988  1.4018  -0.1613  0.15
C  2.0967  0.3803  -0.6173  0.06
C  0.9888  -0.0028  0.3176  0.28
H  0.8705  -2.1141  0.6376  0.27
H  -2.8810  0.1358  0.3427  0.33
H  3.1779  0.5089  -0.4308  0.27
H  -1.5656  -1.9164  0.5114  0.38